The following is a quantum chemistry calculation of C24H34F3I2KN4O13P2S as an isolated structure in a non-equilibrium geometry, from the OMol25 dataset.

Element x y z (Å)
C1 1.69 4.80 0.05
C2 0.70 4.46 0.65
N1 -0.45 3.82 0.98
C3 -1.64 4.62 0.81
C4 -2.08 5.41 2.06
O1 -1.70 5.21 3.17
C5 -0.50 2.48 1.40
N2 -1.69 1.96 1.65
I1 -2.27 1.80 3.84
C6 -1.92 0.71 0.96
N3 -2.65 1.10 -0.32
C7 -3.89 0.85 -0.30
C8 -4.87 2.06 -0.37
C9 -4.52 -0.56 -0.27
C10 -0.66 -0.13 0.67
C11 -0.23 0.20 -0.80
C12 1.20 -0.30 -1.12
C13 1.32 -1.83 -1.34
I2 1.72 0.62 -3.06
O2 -0.86 -1.55 0.70
C14 -1.24 -2.05 1.97
C15 -0.28 -3.16 2.51
C16 1.15 -2.67 2.78
O3 -0.90 -3.74 3.65
C17 0.43 0.32 1.65
N4 0.76 1.75 1.50
P1 1.72 2.21 2.85
O4 2.24 1.10 3.65
O5 3.03 3.04 2.24
O6 0.97 3.28 3.82
H1 2.65 5.07 -0.35
H2 -1.40 5.38 0.04
H3 -2.47 4.03 0.38
H4 -2.82 6.24 1.88
H5 -2.69 0.16 1.55
H6 -5.08 2.33 0.67
H7 -5.77 1.73 -0.93
H8 -4.32 2.84 -0.92
H9 -4.69 -0.82 0.80
H10 -5.52 -0.57 -0.73
H11 -3.86 -1.34 -0.66
H12 -0.93 -0.34 -1.46
H13 -0.24 1.28 -0.98
H14 1.98 0.06 -0.43
H15 2.08 -1.99 -2.13
H16 1.71 -2.35 -0.45
H17 0.37 -2.24 -1.70
H18 -2.22 -2.58 1.82
H19 -1.44 -1.28 2.74
H20 -0.28 -3.93 1.70
H21 1.64 -2.55 1.80
H22 1.21 -1.78 3.41
H23 1.70 -3.50 3.28
H24 -1.85 -3.78 3.48
H25 1.35 -0.27 1.51
H26 0.08 0.19 2.69
H27 3.27 3.70 2.89
H28 1.33 4.17 3.72
C18 2.01 2.36 -7.16
F1 2.66 2.11 -5.98
F2 2.92 3.03 -7.95
F3 1.83 1.18 -7.73
S1 0.43 3.31 -6.92
O7 0.85 4.57 -6.30
O8 -0.37 2.48 -6.08
O9 -0.09 3.48 -8.26
K1 3.95 3.98 -6.04
C19 0.37 -7.69 -1.67
C20 0.55 -6.55 -2.45
C21 -0.03 -5.35 -2.06
C22 -0.77 -5.28 -0.89
C23 -0.94 -6.41 -0.11
C24 -0.37 -7.62 -0.50
H29 0.82 -8.63 -1.98
H30 1.13 -6.60 -3.36
H31 0.10 -4.46 -2.67
H32 -1.21 -4.34 -0.59
H33 -1.52 -6.36 0.81
H34 -0.51 -8.51 0.11
O10 5.12 0.26 3.64
P2 5.96 1.52 3.63
O11 5.28 2.60 4.48
O12 6.11 2.01 2.19
O13 7.35 1.26 4.20

Its LUMO energy is 1.55 eV. The value obtained for the energy above the lowest of the compared OMol25 structures with the same formula, charge and spin is 161.0 kJ/mol. The total charge is -2.



The following is a quantum chemistry calculation of an isolated molecule of C3H4ClNOS in a non-equilibrium geometry, from the OMol25 dataset.

Element x y z (Å)
C1 -0.46 1.19 1.20
C2 1.01 -0.82 0.45
C3 -0.29 -0.14 0.17
N1 -0.63 1.96 2.03
O1 -1.59 1.32 -1.57
S1 -0.24 0.84 -1.43
Cl1 -0.27 -0.91 -2.75
H1 1.23 -0.69 1.47
H2 0.71 -1.80 0.37
H3 1.79 -0.47 -0.13
H4 -1.25 -0.47 0.20

Its LUMO energy is -0.85 eV. The value obtained for the energy above the lowest of the compared OMol25 structures with the same formula, charge and spin is 201.1 kJ/mol.



Calculated DFT total energy (hartree), listed in the same order as above: -4707.77337 -1105.00746